Computed, not measured: a 6-piece molecular cluster, C35H46B3F3N6O7 overall, with wB97M-V/def2-TZVPD.

The geometry in XYZ format:
```
100
Properties=species:S:1:pos:R:3:forces:R:3:mulliken_charge:R:1
C -0.940638 1.766729 3.701698 -0.2 0.5 0.9 -0.449
C 0.186795 2.919663 3.404447 0.3 -0.9 0.7 -0.062
O -0.429260 4.221097 3.706503 0.3 -0.5 -2.5 -0.336
C -0.917501 4.905704 2.499382 -0.5 0.8 -0.2 -0.506
C -2.556519 5.196596 2.589000 0.1 -0.4 -1.1 0.476
O -2.888197 6.348251 3.457679 -3.5 -0.3 -0.6 -0.534
B -4.350988 6.646008 3.413660 0.7 0.3 0.1 0.439
O -5.199902 6.618218 4.656559 -0.9 -2.1 -3.9 -0.301
B -6.483672 5.889663 4.362181 0.0 0.8 -0.4 0.239
C -7.119649 4.805333 5.448785 0.8 -0.6 0.8 -0.795
C -6.998551 3.237729 4.947886 -0.2 -0.2 0.4 0.070
O -5.596243 3.080406 4.455055 -1.7 -0.8 -0.8 -0.457
C -8.136261 2.783188 3.857642 0.8 0.0 -0.9 -0.208
N -9.224229 1.881890 4.413322 0.4 1.3 0.1 -0.600
O -7.200641 6.090860 3.053187 4.5 -1.7 0.5 -0.289
B -6.093250 5.875725 2.055525 -0.4 2.4 0.7 0.531
C -6.039428 4.573221 1.053733 0.2 -0.6 0.2 -0.314
C -6.190549 4.913687 -0.542477 -1.2 -0.3 0.0 -0.046
O -5.538874 6.164139 -0.976302 -2.4 -0.7 0.1 -0.488
C -5.606303 3.573895 -1.355576 -0.2 -0.8 0.7 0.614
F -4.125542 3.618205 -1.349408 -4.7 -0.5 -0.7 -0.223
F -6.219955 3.400183 -2.697287 2.6 0.4 4.3 -0.257
F -5.990572 2.362704 -0.540300 1.3 3.5 -3.0 -0.286
O -5.021860 6.933385 2.096272 -0.6 -3.9 2.9 -0.220
H -1.985494 2.322989 3.761335 2.1 -1.3 -0.3 -0.046
H -0.992758 0.905198 2.911321 0.2 1.6 1.6 0.222
H -0.738809 1.360355 4.803398 -0.5 0.6 -2.5 0.221
H 1.084608 2.789915 4.179895 -2.0 0.3 -1.8 0.215
H 0.665539 2.837483 2.333337 -1.2 0.5 2.2 0.244
H -0.725324 4.301669 1.491347 -0.5 1.0 2.3 0.219
H -0.288178 5.914926 2.401718 -1.7 -2.0 0.2 0.239
H -3.156465 4.254814 2.995945 1.6 1.7 -0.8 -0.156
H -2.970160 5.435252 1.499924 1.0 -0.5 2.1 0.049
H -8.241303 5.003352 5.717730 2.1 -0.3 -0.5 0.296
H -6.423972 4.885014 6.415473 -1.8 -0.2 -1.9 0.188
H -7.103457 2.507996 5.872218 0.1 1.5 -1.7 0.372
H -5.533855 2.249729 3.893041 -0.3 1.4 1.1 0.302
H -8.595776 3.724929 3.336696 0.9 -1.6 1.0 0.269
H -7.584485 2.152833 3.013145 -0.9 1.4 1.6 0.004
H -10.150492 2.196993 4.048244 1.2 -0.4 0.9 0.257
H -9.197261 1.830336 5.457303 -0.3 0.3 -1.4 0.254
H -5.002330 4.025801 1.268753 -2.1 1.2 -0.6 0.136
H -6.874594 3.804187 1.400187 1.7 1.7 -1.0 0.041
H -7.349622 5.048966 -0.791831 2.5 -0.9 0.5 0.407
H -6.276967 6.781744 -1.319819 1.8 -1.6 0.8 0.358
N -2.970668 6.025041 -5.780887 -0.5 0.6 0.7 -0.557
C -3.331383 7.306236 -6.012783 0.3 -0.9 0.1 -0.266
C -3.999830 8.097283 -5.092148 -0.1 -0.1 0.2 -0.405
C -4.322872 7.541682 -3.858677 0.0 -0.1 0.0 -0.284
C -3.966444 6.223975 -3.590865 0.0 0.1 0.0 0.138
C -3.296262 5.513678 -4.573843 0.3 0.3 -0.9 -0.338
H -3.060004 7.693230 -6.990663 0.0 0.0 0.1 0.341
H -4.262589 9.121519 -5.331219 0.0 -0.1 0.0 0.362
H -4.847778 8.130561 -3.112121 0.1 0.0 -0.1 0.353
H -4.204205 5.761726 -2.639518 0.1 0.2 -0.3 0.246
H -2.993375 4.483058 -4.411395 -0.1 0.1 0.0 0.381
N 2.635400 1.925067 1.745806 0.6 -0.9 -0.5 -0.287
C 2.001477 0.822253 1.290510 0.4 0.8 0.3 0.128
C 2.656557 -0.294065 0.795686 0.2 0.1 0.0 -0.800
C 4.046910 -0.279716 0.760860 0.0 -0.1 -0.1 -0.108
C 4.728204 0.842432 1.221010 -0.2 -0.2 -0.1 -0.599
C 3.985288 1.908972 1.701094 -0.8 0.1 0.1 -0.371
H 0.916962 0.860705 1.335319 0.0 -0.1 0.0 0.285
H 2.096316 -1.153589 0.445536 0.0 0.1 0.0 0.368
H 4.595125 -1.135859 0.378593 0.0 0.1 0.1 0.554
H 5.811371 0.885001 1.206717 -0.1 0.0 0.0 0.369
H 4.470980 2.806074 2.074750 0.0 -0.1 0.0 0.377
N 6.121919 -3.017806 1.135484 0.0 -1.0 0.1 -0.328
C 5.035412 -3.695336 1.566538 0.7 0.5 -0.3 0.128
C 5.011188 -5.066434 1.765663 0.3 -0.1 0.0 -0.731
C 6.169712 -5.790109 1.503719 0.0 0.0 0.0 -0.060
C 7.304394 -5.120876 1.056797 -0.3 -0.1 0.1 -0.493
C 7.232307 -3.747082 0.891247 -0.7 0.6 0.1 -0.349
H 4.155406 -3.086942 1.753901 0.0 -0.1 0.0 0.289
H 4.110784 -5.558147 2.116015 0.1 0.1 -0.1 0.347
H 6.188449 -6.866592 1.646844 0.0 0.1 0.0 0.422
H 8.222654 -5.656118 0.843301 0.0 0.1 0.0 0.441
H 8.092364 -3.178926 0.548014 0.0 -0.1 0.0 0.358
N 5.335400 -7.983544 -1.195583 0.5 -0.8 -0.3 -0.456
C 4.701477 -9.086358 -1.650879 0.3 0.8 0.3 -0.303
C 5.356557 -10.202676 -2.145703 0.3 0.0 0.0 -0.279
C 6.746910 -10.188327 -2.180529 0.0 0.0 0.1 -0.374
C 7.428204 -9.066179 -1.720379 -0.2 -0.2 -0.1 -0.465
C 6.685288 -7.999639 -1.240295 -0.9 0.1 0.0 -0.111
H 3.616962 -9.047906 -1.606070 0.1 0.0 0.0 0.366
H 4.796316 -11.062199 -2.495853 0.0 0.1 0.0 0.376
H 7.295125 -11.044470 -2.562796 -0.1 0.1 0.1 0.545
H 8.511371 -9.023610 -1.734673 -0.1 0.0 0.0 0.379
H 7.170980 -7.102537 -0.866639 0.0 -0.1 -0.1 0.330
N 6.518402 -11.300248 -6.590569 0.7 0.7 -0.3 -0.524
C 6.977468 -11.242813 -7.859943 -0.4 -0.1 0.9 -0.220
C 7.948067 -10.351645 -8.288784 0.1 0.2 0.2 -0.350
C 8.479412 -9.460992 -7.362011 0.0 0.0 0.0 -0.371
C 8.025543 -9.494447 -6.047478 0.1 0.0 -0.3 -0.326
C 7.054322 -10.424381 -5.713014 -0.4 -0.7 -0.5 -0.032
H 6.529715 -11.955666 -8.546251 0.1 0.1 0.0 0.366
H 8.281273 -10.351698 -9.320399 0.0 0.0 0.1 0.355
H 9.241022 -8.746874 -7.661404 -0.1 -0.1 0.0 0.360
H 8.419141 -8.813339 -5.301529 -0.1 -0.1 0.0 0.375
H 6.670225 -10.492309 -4.699030 0.1 0.1 -0.2 0.357
```
Positions in Å, forces in eV/Å.

Values from the calculation:
- net charge = 0
- strongest force on any atom (eV/A) = 5.0
- structure (SMILES) = CCOCCOB1OB(C[C@H](O)CN)OB(C[C@@H](O)C(F)(F)F)O1.c1ccncc1.c1ccncc1.c1ccncc1.c1ccncc1.c1ccncc1
- energy (Eh) = -2590.6372



Computed, not measured: C35H46HfN2O4P2S2 as an isolated structure, with wB97M-V/def2-TZVPD.

The geometry in XYZ format:
```
92
Properties=species:S:1:pos:R:3:forces:R:3:mulliken_charge:R:1
Hf 0.458641 0.159009 0.211517 0.2 -0.1 0.4 0.923
C -3.430866 1.565375 -3.658112 0.0 0.0 0.0 -1.535
C -2.921196 1.014018 -2.328859 0.0 0.0 0.0 0.616
C -3.151879 -0.495070 -2.277195 0.0 0.0 0.0 -1.337
P -1.140744 1.364852 -1.949093 -0.1 0.0 -0.1 1.911
C -0.944554 3.204389 -2.151327 0.0 0.0 0.0 1.474
C -2.026896 3.876774 -1.295625 0.0 0.0 0.0 -1.738
C -0.840708 3.868492 -3.523609 0.0 0.0 0.0 -1.839
C -0.173377 0.504991 -3.231068 0.0 0.0 0.0 0.685
C 0.076212 0.954695 -4.527242 0.0 0.0 0.0 -1.358
C 1.022749 0.331145 -5.324968 0.0 0.0 0.0 -1.195
C 1.748789 -0.738333 -4.817733 0.0 0.0 0.0 -0.751
C 1.479561 -1.222794 -3.549916 0.0 0.0 0.0 -0.187
C 0.489004 -0.642009 -2.768242 -0.1 0.0 0.1 -0.823
N 0.123792 -1.200745 -1.504838 -0.1 0.0 -0.2 0.427
C -0.573202 -2.408399 -1.617837 0.0 0.0 0.1 0.067
C -0.839500 -3.038826 -2.851313 0.0 0.0 0.0 -0.829
C -1.578008 -4.203984 -2.922214 0.0 0.0 0.0 -1.078
C -2.096899 -4.809267 -1.782705 0.0 0.0 0.0 -0.957
C -1.853731 -4.203511 -0.564357 0.0 0.0 0.0 -0.429
C -1.112789 -3.028389 -0.470590 0.0 0.0 0.0 0.260
P -0.761727 -2.191721 1.079791 -0.1 0.1 0.0 0.956
C 0.371417 -3.348361 1.993647 0.0 -0.1 0.0 1.580
C -0.335156 -4.392894 2.856025 0.0 0.0 0.0 -1.589
C 1.307458 -4.059444 1.011811 0.0 0.0 0.0 -1.814
C -2.368509 -2.250002 2.005426 0.0 0.0 0.0 0.595
C -2.293195 -1.572302 3.373378 0.0 0.0 0.0 -1.435
C -3.510331 -1.656236 1.182324 0.0 0.0 0.0 -1.613
H -4.455425 1.223748 -3.825743 0.0 0.0 0.0 0.453
H -3.435374 2.653353 -3.695655 0.0 0.0 0.0 0.322
H -2.823717 1.193599 -4.486674 0.0 0.0 0.0 0.232
H -3.477776 1.476729 -1.506491 0.0 0.0 0.0 0.594
H -2.663085 -0.985927 -3.120660 0.0 0.0 0.0 0.269
H -2.759509 -0.946135 -1.367913 0.0 0.0 0.0 -0.230
H -4.221145 -0.711403 -2.334329 0.0 0.0 0.0 0.638
H 0.011024 3.393429 -1.662931 0.0 0.0 0.0 -0.466
H -2.998350 3.855726 -1.790725 0.0 0.0 0.0 0.299
H -2.146751 3.393069 -0.323538 0.0 0.0 0.0 0.308
H -1.767682 4.923181 -1.121687 0.0 0.0 0.0 0.440
H -1.681340 3.639745 -4.177814 0.0 0.0 0.0 0.236
H -0.819727 4.952867 -3.382893 0.0 0.0 0.0 0.489
H 0.082011 3.591538 -4.028366 0.0 0.0 0.0 0.481
H -0.461074 1.803411 -4.922143 0.0 0.0 0.0 0.583
H 1.210880 0.695351 -6.326348 0.0 0.0 0.0 0.418
H 2.522474 -1.201389 -5.416929 0.0 0.0 0.0 0.438
H 2.021140 -2.071742 -3.150885 0.0 0.0 0.0 0.551
H -0.479283 -2.606733 -3.772671 0.0 0.0 0.0 0.434
H -1.757201 -4.645197 -3.895496 0.0 0.0 0.0 0.397
H -2.672511 -5.722491 -1.846540 0.0 0.0 0.0 0.466
H -2.254135 -4.649221 0.339828 0.0 0.0 0.0 0.320
H 0.962504 -2.689983 2.632830 0.0 0.0 0.0 -0.214
H -0.953513 -5.058716 2.248703 0.0 0.0 0.0 0.236
H 0.420133 -5.014547 3.342672 0.0 0.0 0.0 0.485
H -0.958623 -3.961653 3.637949 0.0 0.0 0.0 0.385
H 0.768733 -4.835852 0.464107 0.0 0.0 0.0 0.371
H 1.755118 -3.373683 0.295855 0.0 0.0 0.0 0.243
H 2.117677 -4.535144 1.569617 0.0 0.0 0.0 0.459
H -2.581854 -3.311537 2.159839 0.0 0.0 0.0 0.822
H -2.184722 -0.494159 3.261515 0.0 0.0 0.0 -0.064
H -3.211110 -1.776816 3.930725 0.0 0.0 0.0 0.523
H -1.442291 -1.900000 3.968746 0.0 0.0 0.0 0.279
H -3.306699 -0.615576 0.919715 0.0 0.0 0.0 0.036
H -3.681662 -2.214209 0.262484 0.0 0.0 0.0 0.345
H -4.433227 -1.679781 1.767907 0.0 0.0 0.0 0.534
O -2.143685 2.601164 2.877704 0.0 0.1 0.0 -0.555
C -1.312270 2.152868 1.958627 0.1 0.0 0.1 -0.412
O -1.462533 1.089611 1.376686 -0.1 -0.1 0.0 -0.004
C -0.179404 3.043345 1.608185 -0.1 0.0 0.0 0.618
C 0.043578 4.317194 2.073248 0.0 0.1 0.0 -0.897
C 1.146636 5.003740 1.560753 0.0 0.0 0.0 -0.599
C 1.932762 4.412879 0.589807 0.0 0.0 0.0 -0.972
C 1.613316 3.126530 0.170622 0.0 -0.1 0.0 0.364
N 0.599475 2.465766 0.698535 0.0 0.1 0.0 0.825
C 2.263849 2.391925 -0.995390 -0.1 0.0 0.1 0.175
O 3.096384 2.962229 -1.663985 0.1 0.0 0.0 -0.738
O 1.736149 1.229168 -1.174822 0.1 0.0 -0.1 -0.794
H -2.820148 1.924645 3.040420 0.0 0.0 0.0 0.442
H -0.614793 4.758956 2.807114 0.0 0.0 0.0 0.614
H 1.368315 6.003467 1.909648 0.0 0.0 0.0 0.479
H 2.773858 4.912910 0.130514 0.0 0.0 0.0 0.629
C 4.358831 -1.759361 2.676006 0.0 0.0 0.0 -1.795
C 3.057610 -1.053812 2.368832 0.0 0.0 0.0 1.232
S 2.723515 -0.854265 0.653072 0.0 0.0 0.0 -0.469
C 2.220560 -0.600156 3.310038 0.0 0.0 0.1 0.409
C 2.467082 -0.729244 4.790447 0.0 0.0 0.0 -1.739
S 0.712017 0.185851 2.875245 0.1 0.0 -0.2 -0.147
H 5.024804 -1.710383 1.816181 0.0 0.0 0.0 0.445
H 4.196577 -2.817167 2.903357 0.0 0.0 0.0 0.266
H 4.874238 -1.309818 3.525049 0.0 0.0 0.0 0.440
H 3.265800 -1.435581 5.010977 0.0 0.0 0.0 0.488
H 1.563562 -1.069985 5.299895 0.0 0.0 0.0 0.298
H 2.734251 0.236317 5.228997 0.0 0.0 0.0 0.297
```
Positions in Å, forces in eV/Å.

Values from the calculation:
- ΔE to the lowest compared entry with this formula, charge and spin (kJ/mol) = 20.74
- net charge = 0
- strongest force on any atom (eV/A) = 0.5
- energy (Eh) = -3299.1099